Record 1
# C3H51O23

A cluster of 23 separate species, C3H51O23 in total at a distorted geometry (ωB97M-V/def2-TZVPD, the Open Molecules 2025 dataset).

Energy above the lowest of the compared OMol25 structures with the same formula, charge and spin in kcal per mole: 0.0
Highest occupied orbital energy in eV: -6.112
Charge: -1

The geometry in XYZ format:
```
77
Properties=species:S:1:pos:R:3:forces:R:3:mulliken_charge:R:1
C 1.08010 -0.27114 0.07592 -2.606 -2.032 -1.991 -0.12
C -0.16905 0.64267 -0.05613 2.145 -0.234 2.079 4.44
C -1.36295 0.13194 -0.68021 -1.121 -1.849 -0.838 -2.15
O -0.43274 1.16977 1.22239 0.067 0.259 -0.208 0.27
H 1.30358 -0.70026 -0.92222 -0.139 -0.079 0.229 -0.09
H 0.98525 -1.14117 0.76065 0.013 0.728 -0.171 -0.39
H 1.88638 0.33203 0.25603 2.117 1.366 1.108 0.04
H 0.10422 1.37309 -0.76956 0.992 1.579 -0.605 -1.00
H -1.11297 -0.29802 -1.65683 -0.370 -0.291 0.332 0.10
H -2.01276 0.96465 -0.86566 -0.607 0.434 0.024 -0.22
H -1.85982 -0.59849 -0.04097 -0.183 -0.258 -0.515 0.51
O -4.52759 1.61058 0.83819 0.017 1.583 1.893 -0.73
H -4.48372 1.07233 0.08471 0.095 -1.264 -1.914 0.35
H -5.23337 1.22927 1.35032 -0.578 -0.139 0.277 0.25
O -0.81557 -3.13523 -0.96579 0.298 -0.514 -0.848 -0.54
H -0.33339 -2.91267 -0.17985 -0.124 0.606 1.392 0.11
H -0.10448 -3.57657 -1.44046 -0.184 -0.127 -0.584 0.30
O 3.55630 -2.39981 -0.59257 0.630 0.844 -0.706 -0.59
H 2.79876 -2.82359 -0.16774 -0.152 -0.575 0.230 0.39
H 4.20116 -3.09226 -0.77441 -0.259 -0.042 0.185 0.18
O 2.77309 -1.67545 -3.22965 -0.051 0.266 -1.160 -0.69
H 2.76822 -1.93445 -2.32071 0.125 -0.515 1.344 0.36
H 3.57945 -1.15284 -3.28634 -0.153 0.204 -0.203 0.32
O 0.36687 -0.09959 -3.77582 0.004 0.429 -0.936 -0.80
H 0.83726 -0.80652 -3.34347 0.272 -0.615 0.325 0.37
H -0.33167 0.22707 -3.21454 -0.453 0.030 0.349 0.54
O -0.03824 3.21328 -2.59819 -0.823 -0.294 -1.830 -0.68
H -0.07278 3.57461 -1.71589 0.722 -0.173 0.750 0.35
H 0.77726 2.73232 -2.83841 -0.118 0.615 0.894 0.38
O 2.21880 -2.46482 2.85232 -0.513 -1.307 -0.019 -0.78
H 1.61969 -1.70754 2.91028 -0.243 0.028 0.196 0.36
H 3.06418 -2.06239 2.72230 0.948 0.835 -0.059 0.33
O -3.66830 -2.78529 1.10531 -0.225 -2.779 -0.685 -0.71
H -3.74156 -1.87897 1.27932 0.312 2.256 0.632 0.35
H -2.77322 -3.06140 1.34882 -0.025 0.503 -0.036 0.40
O 2.20436 1.59303 -2.52949 0.526 -0.081 -0.653 -0.93
H 1.58226 0.91223 -2.78639 -0.209 -0.477 -0.732 0.52
H 2.07003 1.65153 -1.59342 0.316 0.557 0.995 0.22
O 3.53544 -0.08418 2.33378 0.010 -0.307 0.668 -0.71
H 3.83981 -0.01835 1.41623 0.137 0.349 0.041 0.43
H 3.01538 0.70369 2.52603 -0.087 0.161 -0.130 0.25
O 2.78455 3.17992 -0.33960 1.419 1.036 -1.560 -0.58
H 3.62888 3.60762 -0.11877 -0.440 -0.208 -0.303 0.26
H 2.50605 2.82744 0.47896 -0.854 -0.809 2.016 0.32
O 2.17636 -4.18285 0.67339 -1.433 -0.891 0.220 -0.77
H 1.31320 -4.69165 0.57648 1.669 1.281 0.620 0.27
H 2.20455 -3.67838 1.54142 -0.718 -0.380 -0.438 0.43
O -4.58193 -0.73565 -0.98175 -0.791 -1.426 1.167 -0.68
H -4.31882 -0.07284 -1.57319 0.639 1.540 -1.557 0.29
H -4.03963 -1.50221 -1.20087 0.100 -0.050 0.327 0.37
O 1.80092 2.38335 2.16491 2.282 2.737 1.052 -0.81
H 1.65496 3.35901 2.34723 0.055 -1.903 -0.228 0.29
H 0.98157 2.04764 1.84840 -2.303 -1.057 -0.754 0.35
O -4.31082 2.12391 -1.91470 0.810 -1.828 0.656 -0.61
H -3.35809 2.19717 -2.00124 0.515 -0.253 0.067 0.26
H -4.58970 2.89297 -2.33846 -1.123 1.983 -1.042 0.28
O -0.28789 3.71636 0.09969 -0.707 1.960 -0.108 -0.73
H -0.46472 2.87735 0.50281 0.071 -1.999 0.734 0.25
H -1.09583 4.18634 0.36711 0.428 0.171 -0.254 0.23
O -1.01563 2.34695 3.55375 0.603 0.668 -0.046 -0.74
H -1.00281 2.11250 2.60421 -0.064 -0.368 0.129 0.19
H -1.73455 1.86267 3.93375 -0.739 -0.409 0.067 0.32
O -0.77727 -2.78122 1.92518 -0.777 1.972 -0.123 -0.66
H -0.59925 -3.44055 2.55943 0.466 -1.478 1.037 0.25
H -0.82798 -1.96289 2.52570 0.323 -0.886 -1.161 0.32
O -2.84233 -0.16674 2.09729 0.325 0.190 -0.131 -0.82
H -3.48491 0.50242 1.79426 0.363 -0.103 0.046 0.48
H -2.03165 0.09922 1.59318 -0.371 0.133 0.800 -0.36
O 0.13817 -0.69510 3.22077 0.551 -0.582 -0.466 -0.83
H -0.29502 -0.16520 3.87826 -0.193 0.760 0.243 0.23
H 0.25442 -0.13663 2.41471 -0.680 0.580 0.330 0.26
O 4.69680 0.11239 -0.02113 0.207 -0.660 0.230 -0.69
H 4.24180 -0.54158 -0.58101 0.193 0.399 -0.070 0.30
H 4.96868 0.90367 -0.47606 -0.324 0.146 -0.599 0.29
O -2.75226 -0.14420 -3.67828 -0.606 0.062 -0.109 -0.51
H -2.34846 -0.78834 -4.26677 0.146 -0.045 -0.027 0.28
H -3.68501 -0.10596 -3.94691 0.439 0.034 0.115 0.27
```
Forces are in eV/Å.

Record 2
# C3H8Se

A cluster of 2 separate species, C3H8Se in total at a distorted geometry (ωB97M-V/def2-TZVPD, the Open Molecules 2025 dataset).

Energy above the lowest of the compared OMol25 structures with the same formula, charge and spin in kcal per mole: 25.1
SMILES: [SeH2].C=CC
Highest occupied orbital energy in eV: -9.282

The geometry in XYZ format:
```
12
Properties=species:S:1:pos:R:3:forces:R:3:mulliken_charge:R:1
Se 0.61884 2.74826 2.11532 -2.502 -0.535 -0.806 -0.25
H -0.59401 1.79106 1.64926 1.665 1.545 0.709 0.11
H 1.37613 1.56876 2.30094 0.835 -0.965 0.220 0.12
C -0.67205 0.62778 -0.87633 -1.125 -0.083 -1.071 -0.77
C -0.61138 -0.70870 -0.81047 -0.734 -0.571 -2.489 0.16
C 0.49876 -1.60136 -0.39023 -1.527 -0.664 1.929 -0.96
H -1.37539 1.28483 -1.45373 -0.073 -1.486 0.589 0.19
H 0.02114 1.30817 -0.46775 1.363 0.069 0.743 0.30
H -1.28805 -1.40745 -1.37048 -0.380 1.499 0.491 0.23
H 1.33788 -0.97685 -0.17439 1.088 -0.412 0.251 0.29
H 0.08488 -2.14382 0.50816 0.847 0.697 -0.129 0.26
H 0.60325 -2.49069 -1.03030 0.544 0.906 -0.436 0.31
```
Forces are in eV/Å.

Record 3
# C10H5FNO2

A cluster of 2 separate species, C10H5FNO2 in total at a distorted geometry (ωB97M-V/def2-TZVPD, the Open Molecules 2025 dataset).

Highest occupied orbital energy in eV: -3.698
Charge: -1

The geometry in XYZ format:
```
19
Properties=species:S:1:pos:R:3:forces:R:3:mulliken_charge:R:1
C -1.39348 -0.40041 -2.53559 0.140 -0.608 -0.553 0.41
C -0.12823 -0.72874 2.47906 0.862 3.228 -0.771 -0.56
C 0.10960 0.61886 2.04764 0.655 -1.029 -0.101 -0.38
C 0.38634 -1.72800 1.69457 -2.115 -1.177 0.705 -0.36
C 0.74856 0.94409 0.86400 -0.414 -2.778 -0.277 -0.55
C 0.79626 -1.46705 0.39856 2.123 -2.118 -0.125 -0.51
C 1.03096 -0.13322 -0.00382 -0.431 -0.871 0.387 1.09
C -1.06385 0.86396 -2.15115 1.536 -1.687 0.181 -0.23
C 1.66041 0.16864 -1.24866 0.494 -0.876 -1.880 -0.42
C -1.33921 2.15809 -2.02391 -1.146 3.459 -0.983 0.77
N -1.45525 -1.48973 -2.94888 -0.352 0.147 0.243 -0.67
O -1.55105 3.29133 -2.43350 0.397 -1.378 0.533 -0.72
O -1.37142 1.57515 -0.80822 -0.374 -0.006 0.836 -0.40
F 1.75366 -1.03266 -1.96731 -0.072 1.461 0.688 -0.16
H -0.62143 -0.91194 3.41965 0.063 -0.072 0.155 0.39
H 0.01345 1.46202 2.65051 -0.976 1.002 1.513 0.39
H 0.13456 -2.69829 2.17275 0.859 0.063 -1.161 0.25
H 1.05405 1.91011 0.55992 -0.016 0.878 -0.049 0.46
H 1.23608 -2.40219 -0.16561 -1.233 2.359 0.658 0.20
```
Forces are in eV/Å.

Record 4
# C19H24Br2Cl16O5S

A cluster of 5 separate species, C19H24Br2Cl16O5S in total at a distorted geometry (ωB97M-V/def2-TZVPD, the Open Molecules 2025 dataset).

SMILES: C#CC[C@@]1(OC[C@@H](C)CC(C)C)OS(=O)(=O)O[C@H]1[C@H](Br)[C@H](C)Br.ClC(Cl)(Cl)Cl.ClC(Cl)(Cl)Cl.ClC(Cl)(Cl)Cl.ClC(Cl)(Cl)Cl
Highest occupied orbital energy in eV: -9.597

The geometry in XYZ format:
```
67
Properties=species:S:1:pos:R:3:forces:R:3:mulliken_charge:R:1
C -3.01507 3.60452 4.10057 4.062 -8.802 -0.935 -0.93
C -2.40803 2.32827 3.95274 -4.648 8.000 0.997 -0.13
C -1.84457 0.75787 3.83061 0.210 2.209 0.430 -0.03
C -0.51080 0.88284 2.82624 -3.330 -1.680 1.653 0.04
O -1.15930 1.22248 1.55841 3.369 0.311 1.494 0.22
C -0.32458 2.00534 0.65310 0.547 1.586 -2.483 -0.88
C -0.09077 1.33238 -0.84206 1.122 -0.020 0.211 0.85
C 0.63216 -0.17406 -0.75607 0.193 0.894 0.320 -0.44
C -1.36351 1.40848 -1.84853 -0.029 -0.286 -0.653 -1.13
C -2.77550 0.78724 -1.33265 -1.111 -0.126 -0.370 0.49
C -2.70010 -0.73517 -0.70488 -0.616 -0.495 -0.125 -0.80
C -3.66456 1.81983 -0.36177 -0.336 0.023 -1.251 -0.87
O 0.28214 1.87497 3.56751 2.132 -2.251 -1.332 -0.30
S 1.81013 1.17985 3.99652 2.813 0.420 2.542 0.98
O 2.02255 1.44357 5.50658 -0.838 -0.732 -6.289 -0.55
O 2.93701 1.49685 2.98226 -4.816 -1.197 3.603 -0.49
O 1.34917 -0.46544 3.93308 -0.224 3.954 -1.856 -0.30
C 0.29753 -0.57708 2.86937 1.337 -1.083 0.056 0.76
C -0.51166 -1.91335 3.36572 0.372 -1.013 -0.806 -0.93
Br -0.14182 -2.08675 5.36508 -1.187 -0.160 -1.060 -0.05
C 0.09318 -3.33239 2.71806 -0.412 0.518 -0.753 -0.15
C -0.10405 -3.44122 1.09435 0.700 -0.005 -0.300 -0.57
Br -1.08892 -4.79491 3.50966 0.927 0.864 -0.481 -0.14
H -3.51090 4.67829 4.26087 1.558 -3.113 -0.474 0.35
H -2.66671 0.03943 3.40515 1.587 1.647 0.851 0.32
H -1.49175 0.48529 4.92948 -0.809 0.362 -2.470 0.34
H -0.88391 3.03874 0.44260 1.136 -2.204 0.684 0.37
H 0.73861 2.29284 1.04459 -2.043 -0.846 -0.229 0.33
H 0.75912 2.01275 -1.33733 -1.857 -1.291 1.105 0.19
H 1.70748 -0.08974 -0.24539 -2.403 -0.039 -1.117 0.10
H 0.80921 -0.50775 -1.86338 -0.498 0.239 2.252 0.25
H 0.01772 -0.92453 -0.10194 1.023 1.399 -1.670 -0.45
H -1.53717 2.53090 -2.20943 0.336 -2.318 0.985 0.33
H -1.07016 0.81724 -2.84342 -0.511 1.200 2.142 0.32
H -3.45804 0.67718 -2.30805 1.620 0.158 2.021 0.40
H -2.35935 -0.78782 0.41277 -0.500 0.398 -2.068 -0.16
H -3.79341 -1.21259 -0.73230 2.318 1.120 0.037 0.38
H -2.01266 -1.46557 -1.32883 -1.311 1.629 1.136 0.26
H -4.37991 2.44194 -1.08679 1.589 -1.282 1.583 0.22
H -4.38612 1.20211 0.33234 1.663 1.332 -1.112 0.27
H -3.00602 2.60908 0.19392 -1.317 -1.795 -0.747 0.12
H 0.94274 -0.87929 1.93909 -1.777 1.012 1.227 -0.11
H -1.65511 -1.92815 3.11316 2.247 0.247 0.758 0.45
H 1.20580 -3.53427 3.01997 -2.328 0.406 -0.362 0.50
H -0.95329 -2.72966 0.71571 1.647 -1.279 0.761 0.04
H -0.36594 -4.53152 0.70687 0.600 2.321 1.189 0.42
H 0.94110 -3.15730 0.60452 -2.329 -0.377 0.853 0.17
Cl -5.81621 6.28388 -0.59911 -0.177 -0.321 0.201 -0.10
C -6.56894 4.94325 0.30135 0.050 -0.009 0.076 0.29
Cl -7.12963 3.69925 -0.84434 0.104 0.298 0.261 -0.10
Cl -5.37385 4.23035 1.41409 -0.308 0.184 -0.243 -0.03
Cl -7.95584 5.55947 1.23475 0.323 -0.145 -0.236 -0.10
Cl 4.28642 3.03206 -3.17855 -0.076 -0.425 0.133 -0.10
C 4.20661 1.33078 -2.65511 0.199 0.125 0.040 0.18
Cl 5.76428 0.53294 -2.98923 -0.128 1.311 -0.163 -0.06
Cl 3.86726 1.26249 -0.90730 0.231 0.109 -0.416 0.02
Cl 2.90855 0.49575 -3.54517 0.277 0.170 0.116 -0.07
Cl 6.33942 -4.26471 -3.63598 -0.030 0.166 0.553 -0.05
C 6.00010 -3.44383 -2.09140 -0.091 -0.114 0.005 0.23
Cl 4.85586 -2.10649 -2.36845 0.022 -1.422 0.246 0.05
Cl 5.28792 -4.60681 -0.94470 0.179 0.232 -0.226 -0.11
Cl 7.51706 -2.79745 -1.41649 -0.371 -0.115 -0.161 -0.10
Cl 5.70126 -5.52376 -7.41833 -0.180 0.361 -0.055 -0.10
C 4.89982 -3.97050 -7.76446 -0.022 0.086 -0.012 0.32
Cl 5.64048 -3.22809 -9.20487 -0.179 -0.194 0.351 -0.10
Cl 3.16626 -4.25088 -8.06580 0.423 0.059 0.076 -0.10
Cl 5.09118 -2.87943 -6.36897 -0.123 -0.210 -0.494 -0.02
```
Forces are in eV/Å.

Record 5
# C8H14N4

The ion C8H14N4 with charge +2 at a distorted geometry (ωB97M-V/def2-TZVPD, the Open Molecules 2025 dataset).

Energy above the lowest of the compared OMol25 structures with the same formula, charge and spin in kcal per mole: 125.1
Highest occupied orbital energy (spin up / spin down) in eV: -17.021 / -17.482
Charge: +2

The geometry in XYZ format:
```
26
Properties=species:S:1:pos:R:3:forces:R:3:mulliken_charge:R:1
C -3.10290 -2.11838 0.06829 0.692 0.249 0.557 -0.31
C -1.88268 -2.63103 -0.31942 1.450 -0.117 -0.168 -0.80
C -3.16898 -0.82273 0.58274 -0.969 0.736 1.449 -0.56
C -0.77029 -1.77260 -0.27438 -0.727 -1.463 -1.286 -0.05
C -2.09813 0.00582 0.69958 0.018 0.741 -0.672 -0.64
C -0.90896 -0.39089 0.04044 2.549 -0.938 0.570 1.31
C 1.54300 0.06791 -0.47347 2.657 -0.364 0.769 -0.14
C 1.81133 0.75313 -1.76850 2.106 1.612 -1.793 -1.32
N 2.40770 0.59487 0.68300 0.533 -0.953 0.328 0.12
N 0.26325 0.33373 -0.06943 -5.683 3.480 4.396 0.19
N 2.61585 1.88541 0.61939 0.680 -1.986 0.397 -0.21
N 0.21669 1.75996 0.96741 0.407 -2.219 -3.305 -0.33
H -3.92656 -2.74396 0.29917 -0.769 -0.633 -0.498 0.41
H -1.83837 -3.70922 -0.53476 0.462 0.687 -0.021 0.39
H -4.09610 -0.60288 1.11662 0.272 0.397 -0.293 0.37
H 0.24236 -2.11610 -0.49819 -0.601 -0.274 -0.082 0.30
H -2.11333 0.92729 1.26879 -0.700 -0.113 -0.303 0.37
H 1.82309 -0.99580 -0.60959 -0.419 0.478 0.409 0.42
H 1.56625 1.86219 -1.89006 -0.531 -1.440 0.470 0.36
H 1.27119 0.18392 -2.58896 1.029 0.762 0.859 0.36
H 2.95244 0.82539 -1.86976 -1.467 -0.860 -0.608 0.46
H 2.46175 0.13519 1.63590 -0.201 0.596 -1.577 0.31
H 2.99478 2.42895 1.36110 0.344 0.375 0.654 0.26
H 2.41719 2.18551 -0.28702 0.092 1.662 -1.340 0.20
H -0.12914 2.49877 0.34217 -0.108 -0.280 -0.022 0.31
H -0.55144 1.45553 1.49894 -1.116 -0.138 1.111 0.22
```
Forces are in eV/Å.